# 1
{"formula": "C37H61CrN7OSSi4Te", "method": "ωB97M-V/def2-TZVPD", "multiplicity": 4, "e_above_lowest_kcal_mol": 0.0, "charge": 1, "total_energy_ha": -4773.62309, "homo_energy_ev": [-8.7, -8.8], "s2": 3.844, "gap_ev": [6.3, 6.9], "elements": ["Cr", "C", "C", "C", "C", "C", "N", "C", "C", "C", "C", "C", "C", "C", "N", "C", "C", "C", "N", "C", "C", "N", "C", "C", "C", "N", "H", "H", "H", "H", "H", "H", "H", "H", "H", "H", "H", "H", "H", "H", "H", "H", "H", "H", "C", "S", "C", "O", "H", "H", "H", "H", "H", "H", "C", "Si", "C", "C", "Si", "Te", "Si", "C", "C", "C", "Si", "C", "C", "C", "H", "H", "H", "H", "H", "H", "H", "H", "H", "H", "H", "H", "H", "H", "H", "H", "H", "H", "H", "H", "H", "H", "H", "H", "H", "H", "H", "N", "C", "N", "C", "C", "C", "C", "C", "H", "H", "H", "H", "H", "H", "H", "H", "H", "H"], "coordinates": [[0.052, 1.691, 0.250], [4.881, 4.683, -3.966], [4.118, 3.985, -2.868], [4.499, 4.085, -1.529], [3.790, 3.442, -0.535], [2.678, 2.626, -0.802], [2.010, 1.977, 0.224], [2.793, 1.467, 1.267], [3.986, 0.787, 1.007], [4.737, 0.207, 2.009], [4.322, 0.256, 3.340], [5.092, -0.436, 4.435], [3.138, 0.919, 3.609], [2.396, 1.525, 2.599], [1.188, 2.196, 2.979], [0.938, 2.792, 4.157], [-0.400, 3.113, 4.197], [-0.904, 2.665, 2.977], [0.060, 2.113, 2.248], [2.303, 2.544, -2.146], [2.999, 3.225, -3.143], [1.197, 1.736, -2.567], [1.040, 1.155, -3.768], [-0.201, 0.559, -3.798], [-0.744, 0.823, -2.544], [0.107, 1.529, -1.802], [5.906, 4.884, -3.656], [4.423, 5.639, -4.229], [4.916, 4.074, -4.869], [5.357, 4.691, -1.262], [4.096, 3.552, 0.499], [4.309, 0.704, -0.025], [5.649, -0.320, 1.752], [6.131, -0.593, 4.146], [4.656, -1.413, 4.654], [5.080, 0.145, 5.358], [2.765, 0.946, 4.627], [1.725, 2.965, 4.870], [-0.934, 3.604, 4.992], [-1.906, 2.726, 2.590], [2.647, 3.166, -4.167], [1.828, 1.167, -4.501], [-0.642, -0.008, -4.600], [-1.681, 0.500, -2.125], [0.008, 6.422, -0.315], [0.113, 4.810, -1.054], [-1.402, 4.861, -2.001], [-0.160, 3.868, 0.104], [-0.956, 6.527, 0.181], [0.143, 7.172, -1.095], [0.820, 6.483, 0.407], [-1.232, 5.427, -2.918], [-2.200, 5.304, -1.407], [-1.625, 3.821, -2.242], [-2.265, -2.480, -2.305], [-0.790, -3.562, -1.900], [-1.280, -5.359, -2.115], [0.584, -3.141, -3.096], [-0.088, -3.223, 0.290], [0.312, -0.775, 0.685], [2.055, -4.032, 0.740], [3.303, -3.164, -0.344], [2.477, -3.654, 2.522], [2.103, -5.875, 0.423], [-1.715, -3.781, 1.864], [-1.315, -2.996, 3.509], [-3.365, -3.107, 1.281], [-1.825, -5.641, 2.055], [-2.557, -2.616, -3.352], [-2.014, -1.428, -2.149], [-3.126, -2.720, -1.675], [-1.555, -5.571, -3.153], [-2.135, -5.613, -1.481], [-0.455, -6.025, -1.843], [0.224, -3.204, -4.128], [1.426, -3.830, -2.990], [0.956, -2.126, -2.920], [3.233, -2.084, -0.190], [3.141, -3.368, -1.406], [4.316, -3.488, -0.083], [2.343, -2.583, 2.709], [3.520, -3.914, 2.730], [1.842, -4.206, 3.222], [1.930, -6.096, -0.635], [1.342, -6.405, 1.004], [3.081, -6.283, 0.696], [-1.208, -1.914, 3.391], [-0.374, -3.378, 3.916], [-2.108, -3.196, 4.236], [-3.258, -2.046, 1.032], [-4.121, -3.209, 2.066], [-3.726, -3.631, 0.390], [-0.884, -6.047, 2.438], [-2.032, -6.128, 1.097], [-2.620, -5.917, 2.754], [-1.941, 1.632, 0.215], [-3.085, 1.530, 0.098], [-4.376, 1.408, 0.008], [-5.122, 2.044, -1.097], [-5.750, 0.973, -1.977], [-6.513, -0.085, -1.139], [-6.497, 0.240, 0.356], [-5.074, 0.409, 0.863], [-4.433, 2.669, -1.662], [-5.880, 2.699, -0.668], [-4.962, 0.490, -2.558], [-6.413, 1.466, -2.689], [-6.056, -1.066, -1.285], [-7.544, -0.165, -1.481], [-6.961, -0.564, 0.927], [-7.077, 1.144, 0.558], [-4.541, -0.540, 0.802], [-5.057, 0.744, 1.900]]}

=====

# 2
{"formula": "C37H62F2N6PRuSi2", "method": "ωB97M-V/def2-TZVPD", "multiplicity": 6, "total_energy_ha": -2990.60445, "homo_energy_ev": [-5.9, -7.3], "s2": 8.780, "gap_ev": [5.9, 6.9], "elements": ["Ru", "C", "Si", "C", "C", "N", "C", "C", "C", "C", "C", "C", "N", "Si", "C", "C", "C", "H", "H", "H", "H", "H", "H", "H", "H", "H", "H", "H", "H", "H", "H", "H", "H", "H", "H", "H", "H", "H", "H", "N", "C", "C", "N", "C", "C", "N", "C", "C", "N", "H", "H", "H", "H", "H", "H", "F", "C", "F", "H", "C", "C", "C", "C", "C", "C", "P", "C", "C", "C", "C", "C", "C", "C", "C", "C", "C", "C", "C", "H", "H", "H", "H", "H", "H", "H", "H", "H", "H", "H", "H", "H", "H", "H", "H", "H", "H", "H", "H", "H", "H", "H", "H", "H", "H", "H", "H", "H", "H", "H", "H", "H"], "coordinates": [[-1.295, -0.138, 0.659], [3.195, -0.566, 2.101], [1.472, -1.197, 2.498], [1.547, -1.919, 4.237], [0.969, -2.685, 1.464], [0.296, 0.073, 2.293], [0.186, 1.136, 3.091], [1.175, 1.514, 4.055], [1.062, 2.629, 4.832], [-0.071, 3.467, 4.710], [-1.070, 3.135, 3.847], [-1.035, 1.953, 3.032], [-2.034, 1.564, 2.251], [-3.718, 2.017, 2.392], [-4.259, 2.726, 4.054], [-4.176, 3.310, 1.109], [-4.733, 0.442, 2.248], [3.947, -1.358, 2.132], [3.481, 0.195, 2.827], [3.223, -0.097, 1.119], [2.223, -2.779, 4.212], [0.568, -2.287, 4.551], [1.910, -1.236, 5.003], [1.834, -3.308, 1.229], [0.491, -2.423, 0.517], [0.271, -3.293, 2.046], [2.066, 0.911, 4.137], [1.853, 2.886, 5.526], [-0.139, 4.376, 5.294], [-1.916, 3.795, 3.740], [-4.013, 3.781, 4.179], [-3.855, 2.177, 4.907], [-5.349, 2.639, 4.087], [-3.285, 3.825, 0.745], [-4.831, 4.058, 1.561], [-4.690, 2.880, 0.251], [-4.905, 0.029, 3.246], [-4.231, -0.305, 1.638], [-5.703, 0.643, 1.788], [-3.184, -3.509, 2.916], [-2.624, -2.957, 4.051], [-1.981, -1.830, 3.639], [-2.133, -1.689, 2.285], [-2.857, -2.703, 1.881], [-3.264, -2.798, 0.487], [-2.707, -2.038, -0.424], [-3.419, -2.247, -1.578], [-4.407, -3.157, -1.353], [-4.296, -3.510, -0.024], [-3.689, -4.378, 2.874], [-2.735, -3.408, 5.020], [-1.433, -1.107, 4.217], [-3.196, -1.703, -2.478], [-5.159, -3.576, -1.995], [-4.950, -4.078, 0.485], [-3.870, 0.758, -0.563], [-2.514, 0.982, -0.821], [-2.451, 0.704, -2.203], [-2.403, 2.072, -0.776], [5.490, -0.938, -2.046], [4.562, -2.134, -1.889], [3.215, -1.694, -1.295], [2.810, -0.267, -1.739], [3.380, -0.008, -3.139], [4.919, 0.025, -3.095], [0.992, 0.039, -1.413], [0.113, -0.816, -2.813], [0.476, -2.303, -2.930], [-0.565, -3.049, -3.777], [-1.082, -2.202, -4.954], [-0.065, -1.136, -5.340], [0.138, -0.134, -4.197], [0.622, 1.859, -1.686], [0.487, 2.595, -0.340], [1.837, 2.968, 0.259], [2.611, 3.875, -0.692], [2.787, 3.213, -2.057], [1.449, 2.747, -2.633], [6.497, -1.252, -2.327], [5.581, -0.434, -1.078], [5.011, -2.898, -1.251], [4.412, -2.600, -2.869], [3.274, -1.723, -0.212], [2.450, -2.416, -1.574], [3.301, 0.439, -1.058], [3.022, 0.927, -3.559], [3.043, -0.799, -3.815], [5.256, 1.043, -2.886], [5.308, -0.233, -4.083], [-0.917, -0.790, -2.459], [0.527, -2.767, -1.942], [1.466, -2.413, -3.381], [-1.400, -3.335, -3.135], [-0.128, -3.980, -4.145], [-2.020, -1.706, -4.682], [-1.309, -2.843, -5.808], [-0.378, -0.606, -6.242], [0.886, -1.622, -5.584], [-0.661, 0.611, -4.223], [1.071, 0.399, -4.365], [-0.380, 1.786, -2.116], [-0.084, 2.004, 0.381], [-0.089, 3.513, -0.509], [2.414, 2.056, 0.450], [1.696, 3.451, 1.228], [3.583, 4.143, -0.270], [2.053, 4.809, -0.819], [3.472, 2.369, -1.958], [3.256, 3.909, -2.757], [1.588, 2.279, -3.605], [0.840, 3.641, -2.821]]}